Below is a 2-piece molecular cluster, C2HF4NO overall at a distorted geometry, with properties calculated with ωB97M-V with the def2-TZVPD basis set.

The energy above the lowest of the compared OMol25 structures with the same formula, charge and spin comes out at 225.3 kJ/mol. The LUMO energy is -0.952 eV. The calculation puts the energy at -16495.0512 eV. The value obtained for the HOMO-LUMO gap is 10.93 eV. For the HOMO energy, the calculation gives -11.89 eV. As for the structure (SMILES): N=C(F)F.O=C(F)F.

Geometry as ORCA input:
```
! RIJCOSX wB97M-V def2-TZVPD def2/J DEFGRID3
* xyz 0 1
C 0.57 -0.60 0.63
C -0.92 1.07 -1.10
N 0.35 -1.53 1.56
O -1.81 0.87 -1.88
F 0.61 0.75 1.04
F 1.39 -0.88 -0.51
F 0.27 1.36 -1.33
F -1.18 1.46 0.06
H 0.71 -2.51 1.53
*
```

=====

Below is a 2-piece molecular cluster, C6H15N5O overall at a distorted geometry, with properties calculated with ωB97M-V with the def2-TZVPD basis set.

The energy above the lowest of the compared OMol25 structures with the same formula, charge and spin comes out at 333.7 kJ/mol. The LUMO energy is 0.644 eV. The calculation puts the energy at -15959.6702 eV. The value obtained for the HOMO-LUMO gap is 9.41 eV. For the HOMO energy, the calculation gives -8.76 eV. As for the structure (SMILES): C[C@H]1O[C@H]1CN.N/N=C\C=N/N.

Geometry as ORCA input:
```
! RIJCOSX wB97M-V def2-TZVPD def2/J DEFGRID3
* xyz 0 1
C 4.25 -0.83 0.38
C 2.86 -1.20 -0.08
C 1.83 -0.25 -0.52
C 1.98 1.26 -0.61
C -3.43 -1.02 -0.83
C -2.24 -0.15 -0.94
H 4.49 -1.37 1.31
H 4.34 0.23 0.58
H 4.98 -1.11 -0.38
H 2.78 -2.23 -0.42
H 1.06 -0.67 -1.19
H 2.05 1.53 -1.66
H 2.92 1.59 -0.15
H 1.02 2.04 0.97
H 0.00 1.43 -0.17
H -5.53 0.43 0.83
H -4.12 1.09 0.26
H -3.41 -1.92 -1.44
H -1.91 0.09 -1.95
H -2.83 -0.13 1.46
H -1.33 0.45 1.95
N 0.86 1.97 -0.01
N -4.55 0.26 0.70
N -4.47 -0.86 -0.12
N -1.57 0.35 0.01
N -1.81 -0.16 1.27
O 1.79 -0.80 0.76
*
```

=====

Below is C43H54Cl2MgN4O8P2S2 as an isolated structure, with properties calculated with ωB97M-V with the def2-TZVPD basis set.

The energy above the lowest of the compared OMol25 structures with the same formula, charge and spin comes out at 291.7 kJ/mol. The LUMO energy is -0.673 eV. The calculation puts the energy at -138553.1986 eV. The value obtained for the HOMO-LUMO gap is 4.37 eV. For the HOMO energy, the calculation gives -5.04 eV.

Geometry as ORCA input:
```
! RIJCOSX wB97M-V def2-TZVPD def2/J DEFGRID3
* xyz 0 1
Mg 0.59 -1.89 0.20
Cl 3.62 -4.58 -2.64
C 3.21 -4.92 -1.00
C 3.78 -6.04 -0.38
C 3.50 -6.35 0.92
Cl 4.23 -7.75 1.65
C 2.62 -5.54 1.68
C 2.29 -5.75 3.03
C 1.44 -4.89 3.67
C 0.91 -3.81 2.94
N 1.19 -3.58 1.68
C 2.05 -4.42 1.04
C 2.33 -4.07 -0.33
O 1.79 -3.01 -0.84
H 4.45 -6.67 -0.95
H 2.71 -6.60 3.55
H 1.17 -5.03 4.70
H 0.23 -3.10 3.42
C -3.56 2.78 3.28
C -2.50 2.22 4.20
C -2.75 0.76 4.55
O -1.15 2.40 3.66
P -0.76 1.96 2.18
O -1.40 0.73 1.72
C 1.06 1.89 2.31
P 1.67 0.24 2.68
O 1.22 -0.68 1.62
O 1.18 -0.19 4.11
C 1.83 0.30 5.33
C 0.77 0.80 6.27
C 2.64 -0.85 5.89
O 3.23 0.32 2.87
C 4.27 0.56 1.87
C 3.92 0.03 0.49
C 4.60 2.04 1.87
O -1.06 3.17 1.22
C -0.61 4.55 1.18
C 0.71 4.63 0.44
C -0.57 5.21 2.54
H -4.54 2.69 3.75
H -3.59 2.23 2.34
H -3.38 3.83 3.06
H -2.46 2.81 5.12
H -2.76 0.16 3.64
H -3.71 0.67 5.05
H -1.97 0.38 5.21
H 1.41 2.61 3.04
H 1.47 2.16 1.34
H 2.50 1.12 5.05
H 0.14 -0.02 6.62
H 0.14 1.54 5.78
H 1.24 1.26 7.14
H 1.99 -1.69 6.12
H 3.14 -0.54 6.81
H 3.40 -1.17 5.18
H 5.12 -0.01 2.26
H 3.09 0.58 0.04
H 3.67 -1.03 0.51
H 4.79 0.16 -0.16
H 3.78 2.63 1.46
H 5.49 2.22 1.26
H 4.81 2.38 2.88
H -1.38 5.03 0.57
H 1.55 4.35 1.08
H 0.88 5.66 0.11
H 0.70 3.99 -0.44
H 0.18 4.75 3.19
H -1.53 5.16 3.04
H -0.30 6.25 2.41
N -0.35 0.48 -1.97
C 0.02 -0.33 -1.24
O -2.02 -1.40 -4.07
S -1.25 -1.08 -5.31
C -2.15 0.29 -6.12
C -1.49 0.70 -7.40
C -1.34 -0.20 -8.45
C -0.72 0.19 -9.63
C -0.25 1.48 -9.78
C -0.39 2.39 -8.73
C -1.01 2.00 -7.55
C 0.25 -0.15 -4.82
C 0.09 1.23 -4.29
C 0.76 2.29 -4.86
C 0.67 3.61 -4.42
C -0.16 3.83 -3.31
C -0.86 2.85 -2.67
C -0.82 1.44 -3.13
H -2.20 1.11 -5.41
H -3.15 -0.11 -6.28
H -1.71 -1.21 -8.34
H -0.62 -0.53 -10.44
H 0.23 1.78 -10.70
H -0.02 3.40 -8.84
H -1.10 2.70 -6.73
H 0.90 -0.15 -5.70
H 0.68 -0.86 -4.10
H 1.40 2.06 -5.71
H 1.20 4.41 -4.90
H -0.28 4.85 -2.93
H -1.49 3.07 -1.82
H -1.81 0.99 -3.27
N -6.32 -3.46 1.36
C -5.66 -3.49 0.18
S -6.43 -3.85 -1.22
C -4.21 -3.15 0.25
C -3.37 -3.42 -0.83
C -2.03 -3.11 -0.75
N -1.48 -2.55 0.34
C -2.28 -2.26 1.37
C -3.63 -2.54 1.37
H -7.29 -3.73 1.35
H -5.83 -3.44 2.24
H -3.78 -3.86 -1.73
H -1.37 -3.29 -1.59
H -1.81 -1.77 2.21
H -4.21 -2.23 2.23
*
```

=====

Below is a 3-piece molecular cluster, C25H32N3O5 overall at a distorted geometry, with properties calculated with ωB97M-V with the def2-TZVPD basis set.

The LUMO energy is -3.897 eV. The calculation puts the energy at -41140.1612 eV. The value obtained for the HOMO-LUMO gap is 7.76 eV. For the HOMO energy, the calculation gives -11.66 eV.

Geometry as ORCA input:
```
! RIJCOSX wB97M-V def2-TZVPD def2/J DEFGRID3
* xyz 1 1
C 4.15 -0.98 1.47
C 3.74 -0.82 -0.03
C 3.29 0.65 -0.27
C 2.51 0.72 -1.61
C 1.01 1.13 -1.44
C 0.07 0.35 -2.42
C -0.35 -1.05 -1.88
C -1.89 -1.33 -1.93
C -2.47 -0.79 -0.63
C -2.76 -1.61 0.49
C -3.25 -1.00 1.61
N -3.44 0.33 1.66
C -3.17 1.15 0.63
O -3.36 2.48 0.76
C -2.69 0.60 -0.55
H 4.06 -2.02 1.82
H 5.21 -0.67 1.54
H 3.53 -0.37 2.15
H 2.89 -1.48 -0.31
H 4.63 -1.06 -0.62
H 4.22 1.25 -0.36
H 2.72 1.08 0.57
H 2.52 -0.23 -2.18
H 2.99 1.48 -2.25
H 0.65 1.06 -0.39
H 0.93 2.20 -1.71
H 0.66 0.20 -3.34
H -0.78 1.02 -2.65
H 0.19 -1.86 -2.39
H -0.06 -1.10 -0.81
H -2.01 -2.42 -1.94
H -2.39 -0.93 -2.82
H -2.58 -2.69 0.46
H -3.48 -1.57 2.51
H -3.81 0.77 2.50
H -2.50 2.93 0.64
H -2.45 1.26 -1.39
C -8.58 -1.33 -1.90
C -8.86 -2.69 -1.96
C -7.82 -3.61 -2.02
C -6.51 -3.15 -2.02
C -6.22 -1.80 -1.97
C -7.26 -0.89 -1.91
N -5.41 -4.13 -2.06
O -5.70 -5.30 -2.13
O -4.27 -3.70 -2.03
H -9.39 -0.62 -1.85
H -9.88 -3.03 -1.95
H -8.04 -4.67 -2.07
H -5.20 -1.45 -1.98
H -7.05 0.17 -1.87
C 7.39 2.92 4.82
C 7.89 1.99 3.93
C 7.38 1.91 2.64
C 6.37 2.77 2.26
C 5.85 3.71 3.14
C 6.37 3.78 4.43
N 5.84 2.71 0.90
O 6.31 1.86 0.15
O 4.98 3.50 0.58
H 7.79 2.99 5.82
H 8.69 1.32 4.24
H 7.78 1.18 1.95
H 5.06 4.38 2.84
H 5.97 4.51 5.13
*
```

=====

Which of these has the highest energy? C6H15N5O